# C13H20N6O2PS

A 2-piece molecular cluster, C13H20N6O2PS overall (ωB97M-V/def2-TZVPD, the OMol25 dataset).

Geometry as ORCA input:
```
! RIJCOSX wB97M-V def2-TZVPD def2/J DEFGRID3
* xyz 1 1
N -5.0441 0.9281 0.4794
P -4.8145 -0.3695 -0.5718
O -5.5486 -1.5126 0.2920
N -3.0463 -0.6536 -0.2019
C -2.4500 -1.8143 0.1992
C -1.1203 -1.5732 0.3744
N -0.9402 -0.2530 0.0768
C 0.3242 0.4921 0.1367
C 0.9949 0.6267 -1.2277
C 0.7218 1.9384 -1.9931
C 1.9423 2.8279 -2.1048
S 2.3861 3.8646 -0.6814
C 2.4671 2.7757 0.6795
N 3.0926 1.6568 0.8588
N 2.7888 1.2469 2.1564
C 2.0195 2.1577 2.6506
O 1.7559 3.1539 1.7775
C -2.1005 0.2946 -0.2657
H -4.6390 1.7760 0.1004
H -6.0370 1.1024 0.6060
H -5.4181 -2.3735 -0.1257
H -2.9550 -2.7450 0.3671
H -0.3296 -2.2366 0.6744
H 0.0929 1.4792 0.5296
H 0.9945 0.0079 0.8371
H 0.7259 -0.2443 -1.8219
H 2.0685 0.5676 -1.0791
H 0.4565 1.6577 -3.0122
H -0.1439 2.4719 -1.6039
H 2.8026 2.2538 -2.4350
H 1.7606 3.5681 -2.8799
H 1.5647 2.2081 3.6212
H -2.2554 1.3145 -0.5554
N 2.4795 -2.2154 -0.3714
C 2.2784 -1.6978 0.8778
C 1.3789 -2.5091 1.5230
C 1.0256 -3.5548 0.6229
C 1.7242 -3.3445 -0.5370
H 3.0947 -1.8259 -1.0624
H 2.7814 -0.8020 1.2062
H 1.0208 -2.3719 2.5310
H 0.3470 -4.3711 0.8090
H 1.7529 -3.9027 -1.4569
*
```

Computed properties:
E_HOMO	-11.27	eV
E_tot	-46958.604	eV
LUMO	-0.0886	Eh
gap between HOMO and LUMO	0.3256	Eh